Entry 1:
{
  "formula": "H2I3P2",
  "method": "ωB97M-V/def2-TZVPD",
  "species": ["P", "P", "I", "I", "I", "H", "H"],
  "coordinates": [[1.52887, -0.74771, -0.09226], [-0.58386, -0.12974, -0.02399], [-1.34177, 2.71573, -0.00900], [-1.74345, -1.07035, -1.92241], [-1.56276, -1.04290, 1.98543], [1.87342, 0.27027, -1.00062], [1.82955, 0.00470, 1.06285]],
  "atomic_forces_ev_per_a": [[-0.215, -0.076, 0.061], [-1.459, 1.686, 0.063], [0.791, -2.500, -0.018], [0.474, 0.350, 0.560], [0.399, 0.313, -0.604], [0.005, 0.136, -0.110], [0.004, 0.092, 0.048]],
  "charge": 1,
  "e_lumo_ev": [-7.268, -7.266],
  "homo_energy_ev": [-13.9, -13.9]
}

=====

Entry 2:
{
  "formula": "H2INS",
  "method": "ωB97M-V/def2-TZVPD",
  "species": ["N", "S", "I", "H", "H"],
  "coordinates": [[0.26959, -0.59765, -0.25397], [-0.37914, 0.84374, -0.09560], [2.92965, -0.55212, -0.78572], [0.25721, -0.83608, -1.23716], [-0.23262, 0.93330, 1.36643]],
  "atomic_forces_ev_per_a": [[1.183, -0.755, -0.003], [-0.147, 1.036, 2.568], [-0.433, -0.011, 0.168], [-0.277, -0.203, -0.416], [-0.326, -0.067, -2.318]],
  "e_lumo_ev": [-1.323, -2.110],
  "homo_energy_ev": [-9.5, -9.0]
}

=====

Entry 3:
{
  "formula": "H2IO",
  "method": "ωB97M-V/def2-TZVPD",
  "species": ["I", "O", "H", "H"],
  "coordinates": [[-0.39950, -1.08725, 2.33000], [0.28050, 0.13175, -1.02100], [0.43350, 0.09175, -0.11300], [-0.31450, 0.86375, -1.19600]],
  "atomic_forces_ev_per_a": [[0.044, 0.088, 0.045], [-0.081, 0.202, -3.236], [0.053, -0.240, 2.844], [-0.015, -0.049, 0.347]],
  "charge": -1,
  "e_lumo_ev": 3.922,
  "homo_energy_ev": -3.4
}

=====

Which E belongs to each record? In order, -42904.503 -20456.199 -10183.187 eV.
Which energy relative to the best compared isomer or geometry (same formula, charge and spin) belongs to each record? In order, 18.3 47.9 4.8 kcal per mole.
Which largest force on an atom belongs to each record? In order, 2.62 2.77 3.24 eV/A.